P.
{
  "formula": "C6H7N3O2",
  "method": "ωB97M-V/def2-TZVPD",
  "elements": ["C", "C", "C", "C", "C", "C", "H", "H", "H", "H", "H", "H", "H", "N", "N", "N", "O", "O"],
  "coordinates": [[-0.65, -0.93, 2.47], [-1.79, -0.63, 0.48], [-0.82, 0.23, -0.02], [0.68, 1.30, -0.95], [1.59, 2.35, -1.09], [0.76, 0.09, -1.74], [-1.65, -0.98, 3.37], [0.34, -2.03, 2.59], [-0.04, 0.32, 2.43], [-2.39, -1.05, -0.41], [-2.62, 0.20, 0.87], [2.65, 0.17, -2.19], [1.79, -1.38, -2.56], [-0.39, 1.46, 0.05], [2.23, 3.34, -0.94], [1.71, -0.41, -2.63], [-1.22, -1.61, 1.32], [-0.19, -0.43, -1.04]],
  "multiplicity": 1,
  "lumo_energy_ev": 0.14,
  "e_homo_ha": -0.3222
}

***

Q.
{
  "formula": "C6H7N3O2",
  "method": "ωB97M-V/def2-TZVPD",
  "elements": ["C", "C", "C", "C", "C", "C", "N", "N", "N", "O", "O", "H", "H", "H", "H", "H", "H", "H"],
  "coordinates": [[-0.54, 0.67, -0.17], [0.59, 1.11, -0.06], [3.03, 1.32, 0.38], [-1.76, 0.05, -0.14], [-1.76, -1.32, 0.57], [-2.90, 0.42, -0.76], [1.14, -1.93, -1.02], [1.91, -1.47, 1.08], [1.86, 1.56, -0.34], [4.05, 1.76, -0.07], [1.59, -1.70, 0.03], [3.05, 0.73, 1.42], [-0.77, -1.79, 0.29], [-1.64, -1.01, 1.66], [-2.81, -1.72, 0.40], [-3.11, 1.35, -1.21], [-3.76, -0.10, -0.87], [1.82, 2.07, -1.19]],
  "multiplicity": 1,
  "lumo_energy_ev": 0.08,
  "e_homo_ha": -0.3159
}

***

According to the calculations, the structures order from most to least stable as P, Q.

***

P.
{
  "formula": "C7H13N4",
  "method": "ωB97M-V/def2-TZVPD",
  "elements": ["C", "C", "N", "N", "C", "C", "N", "C", "N", "C", "C", "H", "H", "H", "H", "H", "H", "H", "H", "H", "H", "H", "H", "H"],
  "coordinates": [[1.44, -1.09, 3.00], [0.73, -0.80, 1.69], [1.36, -0.52, 0.59], [0.35, -0.19, -0.37], [0.36, -1.29, -1.40], [0.49, 1.14, -0.94], [-0.94, 1.53, -1.16], [-1.39, 1.82, -2.48], [-1.63, 0.99, -0.13], [-1.01, -0.01, 0.40], [-0.73, -0.53, 1.76], [0.93, -1.95, 3.45], [1.34, -0.28, 3.72], [2.39, -1.41, 2.75], [1.09, -1.20, -2.14], [0.46, -2.21, -0.89], [-0.45, -1.31, -1.97], [0.97, 1.04, -1.83], [0.94, 1.81, -0.13], [-2.41, 2.23, -2.63], [-0.69, 2.48, -2.92], [-1.35, 0.91, -2.99], [-1.29, -1.44, 2.02], [-0.94, 0.27, 2.58]],
  "charge": 1,
  "multiplicity": 1,
  "lumo_energy_ev": [-3.47, -3.47],
  "e_homo_ha": [-0.4721, -0.4721],
  "smiles": "CC1=N[N@+]2(C)CN(C)N=C2C1"
}

***

Q.
{
  "formula": "C7H13N4",
  "method": "ωB97M-V/def2-TZVPD",
  "elements": ["C", "C", "C", "C", "C", "C", "C", "N", "N", "N", "N", "H", "H", "H", "H", "H", "H", "H", "H", "H", "H", "H", "H", "H"],
  "coordinates": [[-1.18, 0.93, -2.26], [-0.43, 1.83, -1.80], [-0.17, -0.64, 1.43], [-0.07, 3.05, -1.36], [-0.36, -1.24, -2.55], [-2.09, -1.99, 2.24], [2.52, 0.64, 2.09], [-1.35, -0.25, -2.76], [-1.19, -0.92, 1.96], [0.76, -0.22, 0.80], [1.93, 0.44, 0.81], [-0.77, 3.84, -1.53], [0.85, 3.16, -0.87], [0.77, -0.76, -2.70], [-0.51, -1.99, -3.35], [-0.33, -1.52, -1.46], [-1.70, -3.09, 2.30], [-2.72, -2.12, 1.27], [-2.76, -1.71, 3.09], [2.76, -0.25, 2.61], [3.42, 1.19, 1.99], [1.84, 1.11, 2.70], [-2.20, -0.54, -3.07], [2.49, 0.34, 0.07]],
  "charge": 1,
  "multiplicity": 1,
  "lumo_energy_ev": -5.90,
  "e_homo_ha": -0.3907
}

***

According to the calculations, the structures order from most to least stable as P, Q.

***

P.
{
  "formula": "C4H9NO3",
  "method": "ωB97M-V/def2-TZVPD",
  "elements": ["C", "C", "C", "N", "C", "O", "O", "O", "H", "H", "H", "H", "H", "H", "H", "H", "H"],
  "coordinates": [[0.70, 1.02, -1.55], [0.24, 1.09, 1.23], [-0.82, -2.06, 0.88], [0.76, 0.48, 0.02], [-0.13, -1.27, -0.20], [1.17, -0.91, 0.18], [0.17, 2.29, -1.69], [-0.57, -1.30, -1.37], [-0.78, 2.20, -1.55], [1.76, 1.05, -1.82], [0.20, 0.41, -2.30], [0.95, 0.96, 2.06], [0.04, 2.15, 1.11], [-0.70, 0.65, 1.56], [-0.88, -3.11, 0.57], [-1.83, -1.66, 1.02], [-0.28, -1.99, 1.83]],
  "multiplicity": 1,
  "lumo_energy_ev": 0.69,
  "e_homo_ha": -0.3197
}

***

Q.
{
  "formula": "C4H9NO3",
  "method": "ωB97M-V/def2-TZVPD",
  "elements": ["O", "C", "C", "C", "N", "C", "O", "H", "H", "H", "H", "H", "H", "H", "O", "H", "H"],
  "coordinates": [[-3.17, -1.20, -1.28], [-2.62, -0.14, -1.34], [-1.69, 0.32, -0.21], [-0.25, 0.49, -0.70], [0.69, 0.30, 0.43], [1.78, 1.09, 0.49], [2.65, 0.99, 1.34], [-2.72, 0.57, -2.17], [-2.08, 1.28, 0.18], [-1.81, -0.29, 0.69], [0.03, -0.21, -1.48], [-0.11, 1.46, -1.18], [0.40, -0.38, 1.12], [2.01, 1.81, -0.30], [2.49, -2.20, 1.69], [1.61, -2.52, 1.40], [2.81, -1.39, 1.32]],
  "multiplicity": 1,
  "lumo_energy_ev": 0.53,
  "e_homo_ha": -0.3752,
  "smiles": "O=CCCNC=O.O"
}

***

According to the calculations, the structures order from most to least stable as Q, P.

***

P.
{
  "formula": "C4H9NO3",
  "method": "ωB97M-V/def2-TZVPD",
  "elements": ["C", "C", "N", "C", "C", "O", "O", "O", "H", "H", "H", "H", "H", "H", "H", "H", "H"],
  "coordinates": [[-0.79, 1.70, -0.49], [-0.30, 0.48, 0.28], [-0.58, 0.49, 1.69], [-0.58, -0.89, -0.35], [0.95, -1.03, -0.43], [1.39, -1.18, -1.72], [1.51, -2.02, 0.36], [1.17, 0.26, 0.10], [-0.42, 1.64, -1.51], [-0.41, 2.60, -0.02], [-1.88, 1.71, -0.50], [-1.57, 0.49, 1.88], [-0.11, 1.26, 2.14], [-1.07, -1.61, 0.30], [-1.05, -0.86, -1.33], [2.36, -1.27, -1.70], [1.37, -1.78, 1.28]],
  "multiplicity": 1,
  "lumo_energy_ev": 0.84,
  "e_homo_ha": -0.3595,
  "smiles": "C[C@@]1(N)CC(O)(O)O1"
}

***

Q.
{
  "formula": "C4H9NO3",
  "method": "ωB97M-V/def2-TZVPD",
  "elements": ["C", "C", "C", "C", "N", "O", "O", "O", "H", "H", "H", "H", "H", "H", "H", "H", "H"],
  "coordinates": [[-0.99, -1.51, -0.97], [0.34, -0.84, -0.79], [0.39, 0.61, -1.01], [0.05, 1.14, 0.60], [0.93, 2.09, 1.00], [-1.11, 1.11, 0.97], [0.71, -0.75, 0.88], [-0.12, -1.31, 1.89], [-1.78, -0.93, -0.50], [-1.22, -1.59, -2.04], [-0.98, -2.52, -0.55], [1.20, -1.41, -1.12], [1.37, 0.98, -1.29], [-0.43, 1.03, -1.58], [1.91, 1.96, 0.83], [0.64, 2.66, 1.79], [-0.90, -0.72, 1.88]],
  "multiplicity": 1,
  "lumo_energy_ev": 0.90,
  "e_homo_ha": -0.3449,
  "smiles": "C[C@@H](CC(N)=O)OO"
}

***

R.
{
  "formula": "C4H9NO3",
  "method": "ωB97M-V/def2-TZVPD",
  "elements": ["C", "N", "C", "O", "C", "C", "O", "O", "H", "H", "H", "H", "H", "H", "H", "H", "H"],
  "coordinates": [[1.96, -1.07, 0.51], [0.89, -0.13, 0.21], [1.21, 1.14, -0.22], [0.44, 2.09, -0.40], [-0.45, -0.71, 0.05], [-1.57, 0.26, -0.41], [-1.82, 1.26, 0.54], [-2.77, -0.44, -0.63], [2.09, -1.75, -0.34], [2.90, -0.55, 0.69], [1.69, -1.65, 1.39], [2.29, 1.34, -0.18], [-0.73, -1.13, 1.02], [-0.39, -1.54, -0.66], [-1.24, 0.74, -1.36], [-1.06, 1.92, 0.38], [-3.45, 0.25, -0.59]],
  "multiplicity": 1,
  "lumo_energy_ev": 0.69,
  "e_homo_ha": -0.3580,
  "smiles": "CN(C=O)CC(O)O"
}

***

According to the calculations, the structures order from most to least stable as P, R, Q.

***

P.
{
  "formula": "C4H9NO3",
  "method": "ωB97M-V/def2-TZVPD",
  "elements": ["O", "C", "C", "C", "O", "N", "C", "O", "H", "H", "H", "H", "H", "H", "H", "H", "H"],
  "coordinates": [[-1.07, -1.77, 1.60], [-0.53, -1.88, 0.49], [-0.82, -0.63, -0.47], [0.63, -0.73, -0.04], [1.25, -1.53, -2.42], [0.82, 1.95, 1.48], [-0.40, 2.33, 1.25], [-0.98, 2.59, -0.03], [-0.66, -2.88, -0.06], [-0.91, -0.81, -1.60], [1.22, -1.00, -0.91], [1.09, -0.33, 0.87], [1.73, -1.95, -3.13], [1.49, 2.68, 1.13], [-1.14, 2.02, 1.99], [-0.14, 1.93, -0.09], [-1.58, 0.01, -0.06]],
  "multiplicity": 1,
  "lumo_energy_ev": -3.53,
  "e_homo_ha": -0.3070
}

***

Q.
{
  "formula": "C4H9NO3",
  "method": "ωB97M-V/def2-TZVPD",
  "elements": ["C", "C", "C", "N", "H", "H", "H", "H", "H", "H", "H", "O", "C", "O", "O", "H", "H"],
  "coordinates": [[1.00, -0.63, 0.22], [-0.34, -0.95, 0.32], [-1.18, -0.34, 1.42], [-0.95, -1.80, -0.54], [1.60, -1.16, -0.51], [1.53, -0.31, 1.12], [-2.23, -0.26, 1.12], [-0.82, 0.66, 1.66], [-1.11, -0.96, 2.32], [-0.33, -2.36, -1.12], [-1.80, -2.25, -0.21], [0.68, 2.23, 0.24], [0.86, 1.53, -0.76], [-0.26, 1.15, -1.56], [1.93, 1.72, -1.58], [-1.04, 1.35, -1.02], [2.46, 2.39, -1.12]],
  "multiplicity": 1,
  "lumo_energy_ev": 0.73,
  "e_homo_ha": -0.2969,
  "smiles": "C=C(C)N.O=C(O)O"
}

***

According to the calculations, the structures order from most to least stable as Q, P.

***

P.
{
  "formula": "C4H9NO3",
  "method": "ωB97M-V/def2-TZVPD",
  "elements": ["C", "C", "C", "C", "H", "H", "H", "H", "H", "H", "H", "H", "H", "N", "O", "O", "O"],
  "coordinates": [[0.80, -0.37, 0.03], [0.32, 1.11, 0.26], [-1.14, 0.56, -0.23], [-0.72, -0.72, 0.22], [1.54, -1.98, 1.53], [3.24, -1.06, -0.42], [0.99, -0.46, -1.05], [0.25, 1.16, 1.34], [2.01, 1.71, -1.09], [-1.13, 0.80, -1.27], [-2.72, 1.79, 0.69], [-0.98, -0.80, 1.18], [-1.98, -2.05, -0.99], [1.85, -0.83, 0.69], [0.89, 2.16, -0.60], [-2.29, 0.77, 0.57], [-0.92, -1.77, -0.85]],
  "multiplicity": 1,
  "lumo_energy_ev": -1.15,
  "e_homo_ha": -0.3177
}

***

Q.
{
  "formula": "C4H9NO3",
  "method": "ωB97M-V/def2-TZVPD",
  "elements": ["C", "O", "C", "C", "N", "O", "C", "O", "H", "H", "H", "H", "H", "H", "H", "H", "H"],
  "coordinates": [[1.27, -1.24, -0.95], [0.30, -1.06, 0.05], [-0.62, 0.25, 0.20], [-2.01, -0.27, 0.53], [-0.61, 1.11, -0.90], [-0.02, 0.76, 1.35], [1.41, 0.70, 1.18], [2.00, 1.33, 0.32], [1.31, -2.29, -1.24], [1.07, -0.66, -1.86], [2.27, -1.00, -0.57], [-1.94, -1.05, 1.29], [-2.50, -0.67, -0.36], [-2.62, 0.53, 0.95], [-1.45, 1.62, -1.10], [0.31, 1.52, -1.05], [1.83, 0.45, 2.16]],
  "multiplicity": 1,
  "lumo_energy_ev": 0.94,
  "e_homo_ha": -0.3587,
  "smiles": "CO[C@](C)(N)OC=O"
}

***

R.
{
  "formula": "C4H9NO3",
  "method": "ωB97M-V/def2-TZVPD",
  "elements": ["O", "C", "C", "C", "N", "C", "O", "H", "H", "H", "H", "H", "H", "H", "O", "H", "H"],
  "coordinates": [[-1.09, 2.80, -1.52], [-0.38, 1.83, -1.88], [0.93, 1.55, -1.27], [0.49, 0.95, 0.16], [-0.01, -0.47, 0.07], [0.67, -1.57, 0.53], [0.14, -2.63, 0.68], [-0.78, 1.18, -2.79], [1.39, 0.75, -1.87], [1.38, 2.55, -0.99], [1.36, 1.17, 0.75], [-0.49, 1.49, 0.52], [-1.02, -0.74, 0.04], [1.64, -1.39, 1.08], [-1.80, -2.41, 2.29], [-1.47, -1.94, 1.62], [-0.96, -3.11, 2.58]],
  "multiplicity": 1,
  "lumo_energy_ev": 0.38,
  "e_homo_ha": -0.3730,
  "smiles": "O=CCCNC=O.O"
}

***

According to the calculations, the structures order from most to least stable as Q, R, P.